Record 1
Computed, not measured: C54H59BBrFGeN2O5Pt as an isolated structure at a distorted geometry, with ωB97M-V with the def2-TZVPD basis set.

```
125
Properties=species:S:1:pos:R:3:forces:R:3:lowdin_spin:R:1
Pt 0.4161 -0.0356 0.5526 0.1 -2.4 0.5 0.00
C -1.0313 7.0893 -4.1549 0.0 0.0 0.0 0.00
C -1.8496 6.3839 -3.0722 -0.1 0.1 0.0 0.02
C -3.1687 5.8852 -3.6999 0.0 0.0 0.0 0.02
C -2.1653 7.3935 -1.9548 0.0 -0.1 0.1 0.01
C -1.1411 5.1701 -2.5018 0.1 -0.1 -0.1 0.20
C -1.6668 4.5318 -1.3562 -0.1 0.2 -0.1 0.01
C -1.1168 3.3805 -0.9092 0.2 -0.4 0.1 0.13
Br -1.8425 2.5852 0.6356 0.1 -0.1 0.0 0.04
C -0.0150 2.7011 -1.5997 -0.3 0.4 -0.1 0.11
O 0.2988 1.5203 -1.3402 0.0 -0.4 0.6 0.26
C 0.6404 3.4773 -2.6582 0.1 -0.1 0.1 0.16
C 0.0221 4.6343 -3.0772 -0.1 0.1 0.0 0.00
C 1.9963 3.1297 -3.2995 0.0 0.0 0.0 0.01
C 2.9648 4.2842 -2.9674 0.0 0.0 0.0 0.01
C 2.6505 1.8362 -2.8069 -0.1 0.0 0.1 0.00
C 1.8359 3.0217 -4.8266 -0.1 0.0 0.0 0.01
H -1.5836 7.9643 -4.5014 0.0 0.0 0.0 0.00
H -0.8628 6.4466 -5.0226 0.0 0.0 0.1 0.00
H -0.0659 7.4336 -3.7723 -0.1 0.0 0.0 0.00
H -3.7334 6.7371 -4.0895 0.0 -0.1 0.0 0.00
H -3.7898 5.3671 -2.9636 0.0 0.1 -0.1 0.00
H -2.9670 5.1981 -4.5261 0.0 0.0 0.1 0.00
H -2.5773 8.3048 -2.3929 0.0 -0.1 0.0 0.00
H -1.2602 7.6588 -1.4011 -0.1 0.0 0.0 0.00
H -2.9020 7.0059 -1.2471 0.1 0.1 0.0 0.00
H -2.5136 4.9516 -0.8272 0.1 0.0 -0.1 0.00
H 0.4790 5.1813 -3.8912 -0.1 -0.1 0.1 0.00
H 3.0763 4.3966 -1.8842 0.0 0.0 -0.1 0.00
H 2.6213 5.2383 -3.3748 0.1 -0.1 0.0 0.00
H 3.9488 4.0651 -3.3911 -0.1 0.0 0.0 0.00
H 2.8519 1.8790 -1.7322 0.0 0.0 -0.1 0.00
H 3.6069 1.7130 -3.3221 0.0 0.0 0.1 0.00
H 2.0349 0.9630 -3.0080 0.0 0.0 0.0 0.00
H 1.4925 3.9577 -5.2725 0.0 -0.1 0.0 0.00
H 1.1217 2.2351 -5.0862 0.1 0.1 0.0 0.00
H 2.8007 2.7713 -5.2745 -0.1 0.0 0.0 0.00
O 6.2690 -4.1926 -0.7277 0.0 -0.1 0.0 0.00
C 5.2635 -5.1834 -0.8595 -0.3 0.2 0.0 0.00
N 4.0389 -4.5672 -0.4066 0.3 -0.1 -0.2 0.00
C 3.2669 -5.1473 0.5553 -0.4 0.2 0.0 0.00
O 3.4459 -6.2891 0.9457 0.1 0.1 0.0 0.00
C 2.1626 -4.3273 1.1367 -0.1 1.2 -0.8 -0.02
C 1.5130 -4.8310 2.2961 -0.6 0.2 0.5 0.00
C 0.5317 -4.1220 2.8851 0.4 -0.2 -0.3 -0.02
C 0.0398 -2.8325 2.3057 0.3 0.8 0.0 0.00
N 0.8271 -2.3317 1.1996 -1.8 2.1 0.2 -0.01
C 1.7675 -3.0739 0.6566 1.8 -1.4 0.0 0.01
H 7.1215 -4.5780 -0.9531 0.0 0.0 0.0 0.00
H 5.4452 -6.0528 -0.2366 0.0 -0.1 0.1 0.00
H 5.1644 -5.4978 -1.9003 0.1 0.0 -0.1 0.00
H 3.9654 -3.5825 -0.6173 0.0 -0.1 0.1 0.00
H 1.8461 -5.7823 2.6921 0.0 0.1 0.0 0.00
H 0.0255 -4.4904 3.7709 0.1 0.2 0.0 0.00
H 0.0170 -2.0625 3.0866 -0.3 -0.1 0.1 0.00
H 2.2453 -2.6520 -0.2193 -0.2 -0.2 0.1 0.00
F 2.8883 3.7429 4.6752 0.0 -0.1 -0.1 0.00
C 2.3742 2.9201 3.7440 0.0 0.1 0.0 0.00
C 1.9258 1.6741 4.1283 -0.1 0.0 0.1 0.00
C 1.4127 0.8222 3.1564 0.0 -0.1 0.0 0.00
C 1.3327 1.2278 1.8302 0.6 -0.1 -0.1 0.00
C 1.8053 2.4850 1.4699 0.0 0.1 -0.1 0.00
C 2.3233 3.3436 2.4307 -0.1 0.1 -0.1 0.00
H 1.9865 1.3820 5.1697 0.0 0.0 -0.1 0.00
H 1.0747 -0.1645 3.4554 0.1 0.0 0.0 0.00
H 1.7789 2.8159 0.4370 0.1 -0.1 0.1 0.00
H 2.6992 4.3266 2.1697 -0.1 -0.1 0.0 0.00
C -2.2048 -0.1058 3.0639 0.1 -0.2 0.0 0.01
Ge -1.8801 -0.9300 1.2785 -0.8 0.4 -0.2 0.04
C -1.4979 -3.0339 1.8366 0.4 -0.8 0.0 0.00
C -1.6417 -3.7958 0.6502 -0.1 0.4 -0.5 0.00
C -2.5915 -4.7811 0.5197 0.0 0.0 -0.3 0.00
C -3.4098 -5.1014 1.5967 0.0 -0.1 0.0 0.00
C -3.2789 -4.4103 2.7934 -0.2 0.1 0.3 0.00
C -2.3371 -3.4133 2.9089 -0.4 0.5 0.3 0.00
C -3.5444 -0.6268 0.2578 -0.1 -0.4 0.3 0.01
C -3.3655 -0.0934 -0.9909 0.0 0.0 -0.1 0.00
C -4.4444 0.4419 -1.7307 0.2 0.0 -0.1 0.00
C -5.7000 0.4337 -1.2078 -0.1 0.0 0.0 0.00
C -5.9540 -0.1518 0.0583 0.2 -0.1 0.1 0.00
C -7.2671 -0.1952 0.5907 0.0 0.0 -0.1 0.00
C -7.5205 -0.7943 1.7877 0.0 -0.1 0.1 0.00
C -6.4629 -1.3838 2.5139 -0.1 0.0 0.0 0.00
C -5.1852 -1.3371 2.0338 0.1 0.0 -0.1 0.00
C -4.8749 -0.7134 0.7990 -0.1 0.2 -0.2 0.00
H -3.2700 0.0928 3.1878 0.1 0.0 0.0 0.00
H -1.6543 0.8353 3.1175 0.0 -0.1 0.0 0.00
H -1.8755 -0.7439 3.8892 0.0 0.2 -0.1 0.00
H -0.9907 -3.5537 -0.1823 0.1 -0.1 0.0 0.00
H -2.6841 -5.3291 -0.4103 0.0 0.1 0.0 0.00
H -4.1371 -5.9027 1.5083 0.1 0.1 0.0 0.00
H -3.9071 -4.6699 3.6383 0.1 0.0 -0.1 0.00
H -2.2124 -2.8922 3.8538 0.0 -0.1 0.0 0.00
H -2.3666 -0.0572 -1.4192 0.0 0.1 0.0 0.00
H -4.2605 0.8748 -2.7076 0.0 0.0 0.0 0.00
H -6.5271 0.8731 -1.7562 0.0 -0.1 0.0 0.00
H -8.0757 0.2547 0.0240 0.1 0.0 0.0 0.00
H -8.5289 -0.8214 2.1834 0.1 0.0 0.0 0.00
H -6.6683 -1.8752 3.4592 0.0 0.0 -0.1 0.00
H -4.3914 -1.8014 2.5963 0.1 -0.1 0.1 0.00
C 8.5989 -0.2781 -2.9835 0.0 0.0 0.0 0.00
C 8.1272 -0.7188 -1.5891 0.0 0.0 0.0 0.00
C 8.6834 0.2758 -0.5670 0.0 0.0 0.0 0.00
C 8.6915 -2.1122 -1.2727 0.0 0.0 0.0 0.00
C 6.5968 -0.7864 -1.5437 0.0 0.0 0.0 0.00
C 5.9011 -1.4835 -2.5377 -0.1 0.0 0.0 0.00
C 4.5116 -1.5918 -2.5552 0.1 0.0 -0.2 0.00
C 3.8342 -0.9762 -1.5279 -0.1 0.0 0.1 0.00
O 2.4677 -0.9046 -1.2863 0.1 0.2 0.0 0.00
B 2.3421 -0.1502 -0.1145 0.6 0.1 -0.2 0.00
O 3.5840 0.2203 0.3667 -0.1 0.0 0.0 0.00
C 4.5036 -0.2987 -0.5318 -0.1 0.0 0.0 0.00
C 5.8740 -0.1865 -0.5092 0.1 0.1 0.1 0.00
H 9.6872 -0.1729 -2.9910 -0.1 0.0 0.0 0.00
H 8.1584 0.6869 -3.2500 0.1 -0.1 0.0 0.00
H 8.3324 -1.0004 -3.7575 0.0 0.0 0.0 0.00
H 9.7645 0.3560 -0.6954 0.0 0.0 0.0 0.00
H 8.4978 -0.0523 0.4601 0.0 0.1 -0.1 0.00
H 8.2527 1.2720 -0.7044 0.1 -0.1 0.0 0.00
H 9.7850 -2.0798 -1.2460 -0.1 0.0 0.0 0.00
H 8.3855 -2.8384 -2.0320 0.0 0.1 0.1 0.00
H 8.3294 -2.4572 -0.3004 0.0 0.0 -0.1 0.00
H 6.4541 -1.9715 -3.3313 0.0 0.0 0.1 0.00
H 3.9929 -2.1191 -3.3481 0.0 0.0 0.1 0.00
H 6.3565 0.3571 0.2944 -0.1 -0.1 -0.1 0.00
```
Forces are in eV/Å.

Computed properties:
Net charge   +1
Gap between HOMO and LUMO (spin up / spin down)   0.171 / 0.163 hartree
Strongest force on any atom   2.8 eV/Å
2S+1   2


Record 2
Computed, not measured: one molecule with the formula C5H12N2O at a distorted geometry, with ωB97M-V with the def2-TZVPD basis set.

```
20
Properties=species:S:1:pos:R:3:forces:R:3:lowdin_charge:R:1
N -1.8986 -2.5405 -0.5069 2.7 -0.1 0.4 -0.01
C -0.7255 -2.0116 0.3087 -1.0 -0.4 2.8 -0.26
C -0.9110 -0.4910 0.6880 -2.0 -2.1 -0.2 -0.25
C -0.4471 0.2851 -0.5386 -1.6 0.6 0.7 -0.22
C 1.0167 0.4905 -0.3382 1.4 1.9 -3.3 -0.27
N 1.2141 1.7228 0.3431 1.4 3.4 3.4 -0.03
C 2.0812 2.7621 -0.1365 -0.9 -3.8 -2.3 -0.28
O 2.5429 2.7484 -1.2830 -0.8 0.5 2.2 -0.01
H -2.7246 -2.4161 0.0329 -0.6 -0.1 0.8 0.04
H -2.0273 -1.9098 -1.2541 -0.1 0.7 -1.4 0.02
H 0.3758 -2.0113 -0.0889 -2.3 -1.1 0.2 0.12
H -0.8652 -2.6432 1.3286 1.0 1.3 -2.3 0.14
H -1.9944 -0.3562 0.9681 0.9 0.1 -0.4 0.11
H -0.3734 -0.3673 1.6274 0.4 0.7 -0.2 0.09
H -0.7276 -0.2464 -1.4784 0.3 0.2 0.7 0.11
H -0.9667 1.2914 -0.5705 0.8 -1.0 -0.2 0.13
H 1.5861 -0.2419 0.2030 -0.1 -1.0 -0.1 0.11
H 1.5048 0.7177 -1.3643 -0.4 -0.8 1.6 0.15
H 1.0163 1.7745 1.4277 0.5 -0.2 -3.2 0.18
H 2.3233 3.4428 0.6319 0.2 1.3 0.8 0.10
```
Forces are in eV/Å.

Computed properties:
Net charge   0
Gap between HOMO and LUMO   0.378 hartree
Strongest force on any atom   5.0 eV/Å
SMILES   NCCCCNC=O


Record 3
Computed, not measured: a 2-piece molecular cluster, C6H7NO2 overall at a distorted geometry, with ωB97M-V with the def2-TZVPD basis set.

```
16
Properties=species:S:1:pos:R:3:forces:R:3:lowdin_charge:R:1
C -0.7475 -0.4472 1.7934 -0.3 -0.2 -0.9 0.06
C -0.7137 0.2573 0.6226 -1.6 -0.5 -1.3 0.01
C 0.4209 0.3832 2.3284 0.7 0.6 0.4 -0.15
C 0.6398 0.4325 0.8479 -0.3 -0.3 0.5 -0.26
C 1.8497 0.0660 0.1003 0.2 0.2 -0.4 -0.02
C -2.1069 -0.1473 -1.4443 0.2 0.8 2.9 0.13
N -0.9779 -0.4101 -2.1929 1.3 -0.4 -1.0 -0.50
O -0.3810 0.5357 -2.7017 -0.1 0.1 0.0 0.02
O -0.6078 -1.5751 -2.2985 -0.1 -0.1 0.1 0.04
H 0.1286 1.3004 2.8247 0.1 0.1 -0.1 0.11
H 1.1657 -0.1722 2.8967 0.0 0.0 0.1 0.11
H 1.7026 0.2266 -0.9657 0.0 -0.1 -0.1 0.08
H 2.0941 -0.9865 0.2603 -0.1 -0.1 0.1 0.11
H 2.6921 0.6660 0.4443 0.0 0.0 0.0 0.09
H -2.6517 -0.9773 -1.0395 0.0 -0.3 -0.1 0.09
H -2.5070 0.8481 -1.4760 0.0 0.1 -0.3 0.08
```
Forces are in eV/Å.

Computed properties:
Net charge   0
Gap between HOMO and LUMO (spin up / spin down)   0.279 / 0.268 hartree
Strongest force on any atom   3.0 eV/Å


Record 4
Computed, not measured: a 2-piece molecular cluster, C2HN3O2 overall at a distorted geometry, with ωB97M-V with the def2-TZVPD basis set.

```
8
Properties=species:S:1:pos:R:3:forces:R:3:lowdin_charge:R:1
C -0.0242 -1.3295 -0.0169 1.7 -2.4 -0.4 -0.35
C 1.4667 1.1866 -0.0376 3.0 0.3 1.4 -0.47
N 0.8987 -2.0445 -0.0658 -0.2 0.1 -0.4 0.21
N 0.3574 1.4130 -0.3277 -5.0 0.5 -1.7 0.23
N -0.9041 -0.5125 0.3972 -1.1 2.2 1.2 0.00
O -2.0445 -0.3944 -0.2860 0.4 0.0 -0.4 0.05
O 2.5668 1.1972 0.3287 1.8 -0.7 0.2 0.21
H -2.3167 0.4841 0.0081 -0.6 0.1 0.0 0.12
```
Forces are in eV/Å.

Computed properties:
Net charge   0
Gap between HOMO and LUMO (spin up / spin down)   0.259 / 0.331 hartree
Strongest force on any atom   5.3 eV/Å


Record 5
Computed, not measured: a 3-piece molecular cluster, C5H10O overall, with ωB97M-V with the def2-TZVPD basis set.

```
16
Properties=species:S:1:pos:R:3:forces:R:3:lowdin_charge:R:1
C 1.2637 -0.1239 -0.5722 0.0 0.1 0.1 0.01
C 0.7364 0.5719 0.4163 0.2 0.0 -0.1 -0.35
C 0.1265 1.8217 0.8766 0.0 0.2 -0.1 -0.11
C 0.5316 0.7206 1.8588 0.1 -0.1 0.2 -0.12
H 1.2605 0.2578 -1.5908 0.0 0.0 0.2 0.06
H 1.7311 -1.0887 -0.3905 0.0 0.2 0.0 0.07
H 0.7264 2.7271 0.8322 -0.1 -0.1 0.1 0.10
H -0.9393 1.9798 0.7224 0.2 -0.1 0.0 0.09
H 1.4132 0.8749 2.4761 -0.1 0.0 -0.1 0.10
H -0.2689 0.1674 2.3459 0.1 0.1 -0.1 0.09
H -2.0051 -0.6072 0.2180 -0.1 0.1 0.1 0.06
H -1.8285 -0.1297 0.7583 -0.1 0.0 0.0 0.06
C -0.6817 -1.7904 -1.9896 -0.3 -0.1 0.1 -0.18
O -1.7166 -2.0763 -1.4435 0.5 0.0 -0.3 -0.04
H -0.5842 -0.9045 -2.6473 -0.1 -0.1 0.1 0.08
H 0.2349 -2.4008 -1.8708 -0.2 0.0 0.0 0.08
```
Forces are in eV/Å.

Computed properties:
Net charge   0
Gap between HOMO and LUMO   0.392 hartree
Strongest force on any atom   0.6 eV/Å
SMILES   C=C1CC1.[H][H].C=O


Record 6
Computed, not measured: C27H19F5N6O4TeV as an isolated structure at a distorted geometry, with ωB97M-V with the def2-TZVPD basis set.

```
63
Properties=species:S:1:pos:R:3:forces:R:3:lowdin_charge:R:1
V 0.4911 -0.0621 -0.9788 1.0 -2.7 -0.3 1.00
O 2.4920 -0.1225 2.4622 -0.1 -0.3 -0.1 0.10
C 1.6559 -0.6820 1.7722 0.3 0.8 0.6 -0.44
N 1.7966 -0.9203 0.4239 -0.7 1.8 -1.4 -0.07
C 3.1079 -0.7378 -0.0658 0.3 0.3 0.0 -0.23
C 4.1823 -1.4623 0.4383 0.0 0.0 -0.1 -0.01
C 5.4527 -1.2167 -0.0432 -0.1 0.0 0.0 -0.08
C 5.6542 -0.2418 -1.0190 0.0 0.1 0.0 -0.09
C 4.5956 0.4948 -1.5242 0.1 -0.1 -0.1 -0.01
C 3.3074 0.2426 -1.0515 0.5 -0.6 0.4 -0.18
N 2.1473 0.8836 -1.4792 -0.9 0.2 0.1 0.02
C 2.1050 1.9913 -2.2275 0.0 0.6 -0.3 -0.43
O 3.0119 2.7412 -2.5789 -0.3 -0.3 0.1 0.06
C 0.6885 2.2983 -2.6884 0.1 0.1 -0.2 -0.14
C 0.4270 3.4670 -3.3870 0.0 -0.1 0.1 0.02
C -0.8626 3.7043 -3.8245 0.0 0.0 0.0 -0.04
C -1.8442 2.7591 -3.5665 0.1 -0.1 0.0 -0.04
C -1.5009 1.6131 -2.8692 -0.2 -0.1 0.0 -0.08
N -0.2631 1.3880 -2.4351 0.7 0.2 0.2 0.07
C 0.3562 -1.0835 2.3943 -0.1 0.1 0.3 -0.22
C 0.0579 -0.6652 3.6879 0.0 0.0 -0.1 0.01
C -1.1605 -1.0399 4.2244 0.0 0.0 0.0 -0.06
C -2.0188 -1.8276 3.4688 0.1 0.0 0.0 -0.05
C -1.6189 -2.2097 2.1974 -0.1 0.0 0.1 -0.12
N -0.4614 -1.8263 1.6784 -0.3 0.2 -0.1 0.05
H 3.9885 -2.2279 1.1769 0.0 0.0 0.0 0.12
H 6.2904 -1.7887 0.3345 0.0 0.0 0.0 0.10
H 6.6537 -0.0510 -1.3908 0.0 0.0 0.0 0.09
H 4.7487 1.2585 -2.2700 0.0 0.0 0.0 0.10
H 1.2494 4.1447 -3.5635 0.0 0.0 0.0 0.12
H -1.1021 4.6105 -4.3662 0.0 0.0 0.0 0.11
H -2.8632 2.8967 -3.8999 0.0 0.0 0.0 0.11
H -2.2314 0.8409 -2.6650 0.0 0.0 0.0 0.11
H 0.7778 -0.0671 4.2253 0.0 0.0 0.0 0.12
H -1.4387 -0.7256 5.2225 0.0 0.0 0.0 0.10
H -2.9756 -2.1495 3.8575 0.0 0.0 0.0 0.10
H -2.2190 -2.8541 1.5634 0.0 0.0 0.0 0.10
O -0.1081 1.1978 0.3698 0.0 -0.2 0.0 -0.15
C -1.1397 1.4935 1.1030 -0.5 0.0 0.2 -0.32
C -1.0157 2.4311 2.1505 0.0 -0.1 -0.1 0.00
C -2.1027 2.7869 2.9158 0.1 0.0 0.0 -0.09
C -3.3586 2.2273 2.6778 -0.1 -0.1 -0.1 -0.11
C -3.4980 1.2999 1.6661 0.0 0.0 0.1 -0.05
C -2.4130 0.9133 0.8738 0.2 0.0 0.0 -0.08
C -2.5632 -0.0927 -0.1689 -0.4 0.3 0.3 -0.27
N -1.5917 -0.7054 -0.8264 0.5 0.7 -0.4 0.03
C -2.1792 -1.5862 -1.6995 -0.2 -0.4 -0.3 -0.12
C -3.5284 -1.5091 -1.5774 0.2 -0.1 -0.1 -0.06
N -3.7623 -0.5594 -0.6049 0.3 0.1 0.1 0.12
H -0.0339 2.8502 2.3285 0.0 0.0 0.0 0.12
H -1.9783 3.5070 3.7157 0.0 0.0 0.0 0.10
H -4.2108 2.5085 3.2820 0.0 0.0 0.0 0.09
H -4.4735 0.8541 1.5028 0.0 0.0 0.0 0.10
H -1.5817 -2.2301 -2.3216 0.0 -0.1 0.0 0.11
H -4.3232 -2.0482 -2.0590 0.0 0.0 0.0 0.11
H -4.6580 -0.2772 -0.2537 0.0 0.0 0.0 0.14
F 0.9311 -5.1628 -0.1050 0.0 0.1 0.0 -0.47
Te 0.7765 -3.2766 -0.3668 0.3 -3.6 0.0 1.93
F 2.5619 -3.4165 -1.0670 0.8 0.1 -0.1 -0.47
F 0.3625 -3.9313 -2.1585 -0.3 0.0 -0.7 -0.52
F -1.1623 -3.7845 -0.1576 -0.9 -0.1 0.4 -0.54
F 1.6553 -3.4737 1.4366 0.2 0.2 0.5 -0.50
O 0.7173 -1.3885 -1.8893 -0.8 3.0 0.6 -0.40
```
Forces are in eV/Å.

Computed properties:
Net charge   -1
Gap between HOMO and LUMO (spin up / spin down)   0.200 / 0.200 hartree
Strongest force on any atom   3.6 eV/Å


Record 7
Computed, not measured: one molecule with the formula C5H7BrO2 at a distorted geometry, with ωB97M-V with the def2-TZVPD basis set.

```
15
Properties=species:S:1:pos:R:3:forces:R:3:lowdin_charge:R:1
Br 1.5587 -0.7848 -2.0125 -0.8 0.5 0.2 0.67
C -0.1906 -0.0973 -1.3046 1.5 -0.8 0.0 -0.51
C -0.1685 1.1019 -0.4354 -1.4 -0.6 0.7 -0.35
C 0.6272 0.7175 0.7443 0.1 0.9 2.9 -0.16
C 0.2660 -0.7317 1.0964 1.6 1.2 0.5 -0.13
C -0.6110 -0.9867 -0.0683 -0.8 -1.2 -1.6 -0.36
O -1.8540 -0.3915 0.2755 0.1 0.9 -1.0 -0.01
O -1.6196 1.0330 -0.2008 0.1 0.5 0.9 -0.03
H -0.8701 0.1102 -2.1581 0.4 -1.0 0.7 0.13
H 0.1933 2.0181 -0.8175 -0.6 1.2 -0.8 0.15
H 1.5773 0.6724 0.3361 2.4 0.3 -0.5 0.06
H 0.6684 1.3972 1.6538 -0.4 -0.5 -1.4 0.15
H 1.1615 -1.3343 1.2164 0.1 -0.2 -0.6 0.11
H -0.1410 -0.7216 2.1016 -1.1 -0.5 -0.3 0.12
H -0.5978 -2.0026 -0.4271 -1.1 -0.6 0.3 0.14
```
Forces are in eV/Å.

Computed properties:
Net charge   0
Gap between HOMO and LUMO   0.384 hartree
Strongest force on any atom   3.0 eV/Å
SMILES   Br[C@@H]1[C@@H]2CC[C@H]1OO2


Record 8
Computed, not measured: a 2-piece molecular cluster, C3H3ClNO overall at a distorted geometry, with ωB97M-V with the def2-TZVPD basis set.

```
9
Properties=species:S:1:pos:R:3:forces:R:3:lowdin_charge:R:1
C 0.5637 0.7442 -0.3362 -1.2 -3.2 -0.8 0.08
C 0.8256 -0.5938 -0.6027 -0.3 2.6 0.2 0.07
C -0.7069 0.4573 0.3218 1.1 1.6 3.7 -0.66
N -0.3348 -1.0316 -0.0121 0.1 0.2 0.8 -0.15
O -0.7947 -2.0711 0.2596 -0.2 0.1 -0.1 0.27
Cl -2.2900 0.9373 0.0160 0.3 0.1 0.0 0.82
H 1.0929 1.6173 -0.5093 0.8 1.6 -0.3 0.12
H 1.6473 -1.0879 -0.9876 1.3 -1.4 -0.6 0.13
H -0.0031 1.0284 1.8505 -2.0 -1.6 -2.9 0.31
```
Forces are in eV/Å.

Computed properties:
Net charge   +1
Gap between HOMO and LUMO   0.293 hartree
Strongest force on any atom   4.1 eV/Å


Energy / eV: -203365.451; -10405.871; -11909.993; -10649.378; -7390.754; -92012.895; -79431.778; -19204.763